Density functional theory data (wB97M-V/def2-TZVPD) for a molecular structure, C28H42N4OPtSbSi2.

Geometry as XYZ:
```
79
Properties=species:S:1:pos:R:3:forces:R:3
Pt 0.0840 0.6698 -0.6580 -1.0 0.1 0.8
O 0.9766 -0.0578 1.3535 0.5 0.4 -0.2
C 1.4732 0.9098 2.1273 0.5 0.2 0.0
C 2.7594 0.7774 2.6704 -0.1 0.1 0.0
C 3.3062 1.7683 3.4591 0.0 0.0 0.0
C 2.5844 2.9273 3.7346 0.0 0.0 0.0
C 1.3092 3.0648 3.2289 0.0 0.0 0.0
C 0.7278 2.0680 2.4369 0.2 0.0 0.0
C -0.6593 2.2023 2.0052 -0.3 0.0 0.0
N -1.2695 1.5806 1.0003 0.5 0.5 -0.3
C -2.5726 2.0254 0.9795 -0.1 -0.2 0.0
C -2.7667 2.9054 1.9939 0.0 0.0 0.0
N -1.5535 3.0101 2.6291 0.0 -0.1 0.0
H 3.3054 -0.1311 2.4522 0.0 0.0 0.0
H 4.3028 1.6444 3.8619 0.0 0.0 0.0
H 3.0167 3.7137 4.3370 0.0 0.0 0.0
H 0.7668 3.9804 3.4368 0.0 0.0 0.0
H -3.2789 1.6652 0.2513 0.0 0.0 0.0
H -3.6373 3.4421 2.3247 0.0 0.0 0.0
H -1.3712 3.5417 3.4635 0.0 0.0 0.0
C 2.9254 1.7580 -2.0675 -0.1 -0.1 -0.1
Si 2.0025 0.1271 -1.8622 0.7 0.1 0.1
C 3.1040 -1.0274 -0.8740 -0.1 0.0 -0.2
C 1.6041 -0.6299 -3.5322 -0.2 0.1 0.2
C 2.4767 -0.7303 -4.6145 0.0 0.0 0.0
C 2.0554 -1.3211 -5.7963 0.0 0.0 0.0
C 0.7631 -1.8223 -5.9058 0.0 0.0 0.0
C -0.1099 -1.7366 -4.8320 -0.1 0.0 0.0
C 0.2998 -1.1369 -3.6414 0.2 0.2 0.2
Si -0.7365 -1.0243 -2.0774 -0.6 -0.5 0.0
C -2.4999 -0.4807 -2.4871 0.2 0.2 0.0
C -0.8349 -2.7718 -1.3737 0.2 0.1 -0.1
H 3.9174 1.5459 -2.4791 0.0 0.0 0.0
H 3.0735 2.2697 -1.1149 0.0 0.0 0.0
H 2.4225 2.4395 -2.7562 0.0 0.0 0.0
H 3.9717 -1.2970 -1.4848 0.0 0.0 0.0
H 2.5835 -1.9478 -0.6066 0.0 0.0 0.0
H 3.4644 -0.5562 0.0376 0.0 0.0 0.1
H 3.4878 -0.3454 -4.5437 0.0 0.0 0.0
H 2.7322 -1.3926 -6.6379 0.0 0.0 0.0
H 0.4412 -2.2790 -6.8328 0.0 0.0 0.0
H -1.1146 -2.1337 -4.9315 0.0 0.0 0.0
H -3.0548 -1.3261 -2.9046 0.1 0.0 0.0
H -2.5100 0.3215 -3.2281 0.0 0.0 0.0
H -3.0465 -0.1317 -1.6103 0.0 0.0 0.0
H -1.0962 -3.4479 -2.1939 0.0 0.0 -0.1
H -1.5959 -2.8808 -0.6006 0.1 0.1 0.0
H 0.1284 -3.1012 -0.9761 -0.1 0.0 0.0
C -3.7439 -1.9651 0.8901 0.0 0.0 0.1
C -3.0208 -1.5721 2.1670 0.2 -0.3 0.3
Sb -0.8521 -1.4250 1.9817 -0.6 0.0 -1.2
C -0.4369 -0.7800 3.9822 0.0 0.0 0.0
C -1.1828 -1.5674 5.0546 0.0 0.0 0.0
C -0.1245 -3.4466 2.1128 -0.1 0.1 0.2
C 1.3978 -3.4952 2.0965 0.0 0.0 0.0
H -4.8252 -1.9382 1.0344 0.0 0.0 0.0
H -3.4845 -2.9768 0.5751 0.0 0.0 0.0
H -3.5011 -1.2921 0.0672 0.0 0.0 0.0
H -3.2035 -2.2880 2.9714 -0.1 0.0 0.0
H -3.3348 -0.5886 2.5234 0.0 0.0 0.0
H -0.6735 0.2831 4.0506 0.0 0.0 0.0
H 0.6438 -0.8624 4.1111 0.0 0.0 0.0
H -2.2634 -1.4465 4.9722 0.0 0.0 0.0
H -0.8925 -1.2213 6.0476 0.0 0.0 0.0
H -0.9613 -2.6348 5.0097 0.0 0.0 0.0
H -0.5581 -4.0079 1.2860 0.0 0.0 0.0
H -0.5307 -3.8495 3.0428 0.0 -0.1 0.0
H 1.8027 -3.0487 1.1878 0.0 0.0 0.0
H 1.7510 -4.5256 2.1509 0.0 0.0 0.0
H 1.8243 -2.9548 2.9435 0.0 0.0 0.0
N -0.9701 4.3457 -2.6794 0.0 -0.2 0.1
C -0.6922 3.6103 -3.8069 0.0 0.0 0.0
C -0.3371 2.3765 -3.3650 0.0 -0.1 -0.2
N -0.4035 2.3553 -1.9903 0.3 -0.8 0.3
C -0.7844 3.5543 -1.6083 -0.1 0.1 0.2
H -1.2622 5.3080 -2.6529 0.0 0.0 0.0
H -0.7673 4.0222 -4.7964 0.0 0.0 0.0
H -0.0337 1.5104 -3.9294 0.0 0.0 0.0
H -0.9377 3.8724 -0.5910 0.0 0.0 0.0
```
Positions in Å, forces in eV/Å.

Calculated values
Total charge ... +1
HOMO energy (spin up / spin down) ... -0.3311 / -0.3312 Eh
Gap between HOMO and LUMO (spin up / spin down) ... 5.213 / 5.216 eV
ΔE to the lowest compared entry with this formula, charge and spin ... 39.0 kcal/mol

Results of the Mulliken charge analysis, in e, for atoms 1 through 4: 2.24, -0.10, 0.12, -0.74

Density functional theory data (wB97M-V/def2-TZVPD) for C9H16N4O5 in the gas phase.

Geometry as XYZ:
```
34
Properties=species:S:1:pos:R:3:forces:R:3
N -2.6073 -3.6834 1.8309 0.1 -0.8 1.2
C -1.8652 -2.5687 1.5780 -0.3 -0.5 0.6
O -1.8246 -2.0855 0.4651 0.1 0.2 -0.3
C -1.1046 -1.9996 2.7846 -0.1 0.2 -1.2
C -0.3910 -0.7134 2.3328 0.4 -0.3 0.4
C 0.8205 -0.9816 1.3838 -1.2 0.3 -0.7
N 2.0527 -1.1363 2.0904 -0.2 0.3 0.9
C 0.8468 0.1262 0.3145 0.8 0.9 0.5
O 1.7399 0.9875 0.2691 -0.1 -0.6 0.4
N -0.1772 0.1778 -0.5337 -0.9 -0.4 -0.7
C -0.2394 1.2688 -1.4817 -0.5 0.0 -0.9
C 0.9581 1.3248 -2.4488 0.3 -1.0 -1.4
C 1.4185 2.7405 -2.6417 0.0 0.3 1.2
N 2.4645 3.1104 -1.8812 0.4 0.8 -0.5
O 0.7858 3.5406 -3.3085 -0.5 0.3 -0.8
C -1.5598 1.2700 -2.3024 0.3 -0.1 0.6
O -2.4512 0.4919 -2.0867 0.3 0.2 -0.1
O -1.6548 2.2196 -3.2330 0.4 0.4 -0.2
H -3.0471 -4.1641 1.0509 0.2 0.2 0.4
H -2.5630 -4.1623 2.7584 -0.1 0.8 -1.5
H -0.4326 -2.8064 3.1141 0.1 0.5 0.1
H -1.8187 -1.7780 3.5749 0.0 -0.1 0.1
H -1.1113 0.0002 1.9162 0.1 -0.4 -0.2
H -0.0152 -0.2155 3.2184 0.3 0.1 0.2
H 0.6181 -1.8981 0.8218 0.0 0.0 0.2
H 2.7196 -1.5798 1.5082 0.7 -0.5 -0.6
H 2.4495 -0.2304 2.3111 -0.1 0.1 0.1
H -0.9339 -0.5172 -0.4686 0.2 0.4 -0.1
H -0.2182 2.2192 -0.9711 -0.2 0.3 0.6
H 1.7838 0.7243 -2.0665 -0.2 0.0 -0.1
H 0.6703 0.9419 -3.4638 0.3 0.2 0.9
H 2.7567 2.4810 -1.1639 0.3 -0.2 0.4
H 2.7753 4.0906 -1.8862 -0.4 -0.9 0.1
H -0.8452 2.8051 -3.3854 -0.4 -0.7 0.5
```
Positions in Å, forces in eV/Å.

Calculated values
Total charge ... 0
HOMO energy ... -0.3536 Eh
SMILES string ... NC(=O)CC[C@H](N)C(=O)N[C@@H](CC(N)=O)C(=O)O
Gap between HOMO and LUMO ... 10.263 eV
ΔE to the lowest compared entry with this formula, charge and spin ... 0.6 kcal/mol

Results of the Mulliken charge analysis, in e, for atoms 1 through 4: -0.45, 0.57, -0.66, -0.80

Density functional theory data (wB97M-V/def2-TZVPD) for a molecular structure, C41H32BrCrN4O6.

Geometry as XYZ:
```
85
Properties=species:S:1:pos:R:3:forces:R:3
Cr 0.1504 -1.0918 -0.7434 0.2 -0.3 0.5
C -1.9601 -2.5779 2.8842 -0.2 0.2 0.0
O -3.1908 -2.5949 2.1454 0.1 -0.2 -0.1
C -3.4807 -1.4772 1.4184 -0.1 0.2 0.0
C -4.7118 -0.8947 1.6072 0.0 0.1 0.1
C -5.1062 0.2606 0.9136 0.1 -0.1 0.0
C -4.2127 0.8430 0.0508 0.0 -0.1 0.1
C -2.9509 0.2619 -0.1687 0.1 0.4 -0.3
C -2.0257 0.9764 -1.0159 -0.2 0.0 0.0
N -0.8364 0.6040 -1.3015 0.2 0.2 -0.2
N -0.0769 1.5207 -2.0733 -0.6 -0.6 0.4
C 1.1224 1.0372 -2.1926 0.6 0.1 -0.1
O 1.5413 -0.0868 -1.7247 -0.1 0.0 0.0
C 2.1280 1.8861 -2.9011 -0.2 0.0 0.1
C 3.4802 1.6788 -2.6617 0.1 0.0 -0.1
C 4.4274 2.4843 -3.2805 0.0 0.0 0.0
C 4.0282 3.4898 -4.1506 0.0 0.0 0.0
C 2.6758 3.6914 -4.3981 0.0 -0.1 0.0
C 1.7285 2.8935 -3.7729 0.0 0.1 0.0
C -2.5779 -0.9493 0.4495 0.2 -0.3 0.0
O -1.4905 -1.5985 0.1724 -0.1 -0.1 0.1
H -1.0895 -2.6301 2.2378 0.0 0.0 -0.1
H -2.0131 -3.4412 3.5440 0.1 0.0 0.0
H -1.8981 -1.6666 3.4870 0.0 0.0 0.0
H -5.3666 -1.3538 2.3381 0.0 0.0 0.0
H -6.0813 0.6957 1.0863 0.0 0.0 0.0
H -4.4624 1.7603 -0.4708 0.0 0.0 0.0
H -2.3435 1.9367 -1.4286 0.0 -0.1 0.0
H 3.7727 0.8813 -1.9916 0.0 0.0 0.0
H 5.4801 2.3223 -3.0857 0.0 0.0 0.0
H 4.7674 4.1121 -4.6390 0.0 0.0 0.0
H 2.3588 4.4706 -5.0797 0.0 0.0 0.0
H 0.6718 3.0462 -3.9443 0.0 0.0 0.0
O 0.7305 1.4454 0.7220 -0.1 -0.1 0.0
C 0.9414 1.1531 2.0819 -0.1 0.6 0.0
C 1.1552 -0.3732 2.1895 0.1 -0.3 0.1
O 1.5375 -0.7943 3.2754 0.1 -0.1 0.1
O 0.8924 -1.0981 1.1813 -0.1 0.6 -0.5
C 2.1849 1.9281 2.5681 -0.1 -0.1 0.1
C 2.7108 1.7892 3.8531 0.0 0.0 0.0
C 3.8174 2.5228 4.2518 0.0 0.0 0.0
C 4.4335 3.4086 3.3771 0.0 0.0 0.0
C 3.9307 3.5428 2.0944 0.0 0.0 0.0
C 2.8203 2.8066 1.6957 0.0 0.0 0.0
C -0.3150 1.4959 2.9117 0.1 -0.1 0.0
C -0.4236 1.1377 4.2568 0.0 0.0 0.0
C -1.5713 1.4207 4.9790 0.0 0.0 0.0
C -2.6480 2.0603 4.3777 0.0 0.0 0.0
C -2.5595 2.4091 3.0420 0.1 -0.1 0.0
C -1.4039 2.1251 2.3216 -0.1 0.1 0.0
H 0.3717 2.3331 0.6174 0.1 0.0 0.0
H 2.2781 1.0762 4.5339 0.0 0.0 0.0
H 4.2065 2.3907 5.2539 0.0 0.0 0.0
H 5.3007 3.9767 3.6897 0.0 0.0 0.0
H 4.4030 4.2141 1.3881 0.0 0.0 0.0
H 2.4632 2.9039 0.6803 0.0 0.0 0.0
H 0.3739 0.5796 4.7203 0.0 0.0 0.0
H -1.6317 1.1163 6.0166 0.0 0.0 0.0
H -3.5517 2.2618 4.9385 0.0 0.0 0.0
H -3.3974 2.8720 2.5384 0.0 0.0 0.0
H -1.4053 2.3705 1.2689 0.0 0.0 0.0
Br -6.3351 -2.7086 -4.1238 0.0 0.0 0.0
C -4.5192 -2.5766 -3.5732 0.1 0.0 0.0
C -3.8686 -3.6968 -3.0898 0.1 0.0 0.1
C -2.5478 -3.5945 -2.6742 -0.2 -0.1 0.0
C -1.8640 -2.3822 -2.7473 0.3 0.2 0.0
C -2.5405 -1.2732 -3.2549 -0.1 0.1 -0.1
C -3.8619 -1.3605 -3.6595 0.0 0.0 0.0
N -0.5299 -2.2630 -2.3283 -0.1 -0.1 -0.2
C 0.2980 -3.2675 -2.6693 0.1 0.0 0.2
C 1.4974 -3.4463 -1.9588 -0.2 0.1 -0.1
C 2.5191 -4.3470 -2.3404 -0.1 0.0 0.0
C 3.6819 -4.3759 -1.6259 0.1 0.0 0.1
C 3.8470 -3.5159 -0.5244 0.0 -0.1 -0.1
C 2.8033 -2.6816 -0.1860 -0.3 -0.1 0.0
N 1.6507 -2.6510 -0.8573 -0.1 0.1 -0.1
H -4.3933 -4.6394 -3.0114 0.0 0.0 0.0
H -2.0525 -4.4554 -2.2430 0.0 0.0 0.0
H -2.0087 -0.3368 -3.3535 0.0 0.0 0.0
H -4.3722 -0.4880 -4.0443 0.0 0.0 0.0
H 0.0429 -3.9321 -3.4898 0.0 0.0 0.0
H 2.3677 -4.9825 -3.2034 0.0 0.0 0.0
H 4.4767 -5.0550 -1.9118 0.0 0.0 0.0
H 4.7533 -3.5064 0.0627 0.0 0.0 0.0
H 2.8536 -2.0290 0.6727 0.0 0.1 0.0
```
Positions in Å, forces in eV/Å.

Calculated values
Total charge ... -1
⟨S²⟩ ... 6.039
HOMO energy (spin up / spin down) ... -0.1229 / -0.1874 Eh
Spin multiplicity ... 5
Gap between HOMO and LUMO (spin up / spin down) ... 5.819 / 7.300 eV
ΔE to the lowest compared entry with this formula, charge and spin ... 15.9 kcal/mol

Results of the Mulliken charge analysis, in e, for atoms 1 through 4: -1.34, -0.46, -0.57, 0.59